The following is a DFT calculation (ωB97M-V with the def2-TZVPD basis set) of a molecular structure, C67H83N4O3Si in a non-equilibrium geometry.

Calculated values
Charge: +1
Calculated total energy: -3336.539995 Eh

Cartesian coordinates (Å):
N: 4.744 1.967 2.183
H: -5.275 -1.536 -0.995
H: -5.634 -2.647 -8.960
H: -3.180 4.804 0.968
H: -5.698 -0.908 1.356
C: -2.838 0.531 1.641
C: -0.235 -3.827 -3.589
H: 2.224 -1.073 5.766
O: -4.913 -4.642 -4.494
C: -0.702 0.468 -2.930
H: 4.810 -2.007 0.702
C: -3.098 2.736 0.249
C: -2.612 -4.077 -3.977
H: -6.050 -0.139 3.639
H: -5.174 3.347 0.617
C: 1.546 1.010 -3.913
H: -3.758 -4.957 -2.378
C: -2.765 2.681 2.750
N: -3.323 -1.446 -3.621
C: -5.463 -1.003 3.971
H: -0.203 -0.950 -4.447
C: 0.349 -2.287 4.241
H: -2.858 2.612 4.906
H: -0.954 0.162 4.655
C: -3.734 -7.134 -5.380
C: -6.542 -6.228 -6.210
C: -3.889 -3.686 -4.758
C: 2.310 1.821 -0.579
H: -4.948 -1.771 -4.915
H: 3.348 1.557 -4.962
H: -4.715 3.223 -1.106
H: -5.012 1.755 -0.160
H: -2.692 -2.298 0.972
H: 5.317 -0.993 2.889
H: -0.917 3.164 -2.910
H: -5.107 -0.810 4.985
C: 0.317 1.446 -3.360
C: 1.425 -0.407 5.418
C: -5.361 -2.505 -2.942
H: -7.432 -5.660 -5.909
C: -2.844 1.960 1.552
H: -1.172 1.891 -0.582
H: -5.679 -2.599 1.931
H: -0.896 -0.207 2.947
C: 4.293 -1.019 2.515
H: 2.265 1.646 -1.658
C: -4.592 2.769 -0.113
C: -3.494 -2.425 3.595
C: -2.939 2.044 3.975
H: -2.408 -1.025 -5.435
H: 4.833 -1.613 -1.227
H: 1.323 -0.396 -1.352
C: -2.565 4.163 0.321
C: -3.516 -1.091 -2.224
C: -1.821 -1.670 0.975
H: -1.932 -4.884 -8.860
H: 0.232 2.437 2.067
C: 2.721 -1.423 0.708
C: -1.342 -3.697 -4.427
C: 3.867 -1.189 -1.525
H: -1.226 -3.250 -5.417
H: -6.149 -5.789 -7.136
H: -5.181 -6.950 -2.483
H: -6.843 -7.266 -6.418
C: 4.001 -1.542 1.271
H: 3.767 -1.320 -2.612
H: -2.781 0.984 -0.876
H: -1.773 -5.308 -0.922
C: -2.763 -4.648 -2.714
H: -4.144 -2.897 -1.202
C: -0.537 0.133 0.671
H: 2.028 -3.855 -0.282
C: 1.442 -1.466 -1.512
N: -1.886 -0.267 0.858
H: -4.396 -1.996 0.884
O: 5.762 1.565 1.566
C: 3.233 -0.613 3.321
H: 3.884 -0.109 -1.316
H: 0.145 0.508 -1.224
C: -2.396 2.011 -0.854
H: -1.526 4.168 0.677
C: -0.284 0.102 3.789
H: -5.748 -3.522 -2.838
H: -4.146 -3.270 3.858
H: 0.741 -3.473 -3.933
C: -4.821 -3.052 -7.017
H: 1.779 -0.060 -3.923
O: 4.690 2.037 3.438
C: -3.269 0.698 4.004
H: -2.038 -4.915 -6.394
C: 2.416 1.925 -4.510
H: -2.993 -2.076 4.508
N: 0.281 -0.946 1.011
C: -4.811 -3.104 -8.412
H: -3.450 -6.894 -6.412
H: -0.394 -2.333 5.050
H: -1.538 0.834 -2.349
H: -0.156 -3.064 1.217
Si: -5.270 -6.230 -4.857
C: 1.121 1.782 0.187
C: -4.327 -1.299 2.978
C: 3.563 2.292 1.428
C: -2.299 -0.969 -4.341
H: 4.487 1.955 -0.483
C: 0.901 3.729 -3.951
C: -5.052 -1.723 1.708
H: 3.798 -3.699 -0.422
C: -3.768 -3.745 -9.086
H: 0.644 4.790 -3.954
C: 2.694 -1.865 -0.784
H: 2.783 -3.717 -1.894
H: 0.091 1.111 3.576
H: 2.745 3.987 -5.068
H: -6.229 -7.999 -3.469
C: 1.651 -0.998 1.524
C: -1.028 -0.546 -3.850
H: 1.540 -1.608 -2.596
H: 0.629 -0.433 6.176
C: -0.385 -4.412 -2.331
C: 2.840 -3.381 -0.849
C: -5.937 -6.956 -3.280
C: -2.753 -4.364 -8.361
C: -4.611 -2.036 -1.710
H: -3.862 -0.041 -2.161
C: -1.644 -4.837 -1.899
H: -0.108 -2.680 3.327
C: 3.539 2.028 0.045
C: 2.377 2.538 2.144
C: -2.778 -4.346 -6.961
C: -4.405 -2.333 -4.142
H: -2.721 -2.792 2.915
H: -3.433 0.215 4.973
H: -2.885 -6.909 -4.722
C: -3.766 -3.622 -6.292
H: 3.475 -0.214 4.306
H: -6.819 -6.406 -2.926
H: -5.662 -2.594 -6.492
H: 2.459 2.846 3.184
H: -2.602 3.756 2.729
H: -2.570 4.599 -0.683
H: -2.590 -1.181 -1.626
C: 2.082 3.278 -4.557
H: 0.484 -4.561 -1.690
H: 0.543 -1.990 -1.177
C: 0.030 2.828 -3.343
C: -0.126 1.094 -0.329
C: 0.853 -0.851 4.063
C: -0.550 -2.067 1.068
H: -2.491 2.547 -1.816
C: -3.447 -0.035 2.814
H: 1.799 0.624 5.373
H: -3.945 -8.212 -5.319
C: 1.163 2.286 1.516
H: -6.227 -1.856 -3.128
H: -3.754 -3.771 -10.176
H: 1.192 -2.940 4.506
H: -6.132 -1.870 4.021
C: 1.909 -0.801 2.918

Here are the Mulliken charges for atoms 1 to 2, given in e: atom 1 (N): 1.115, atom 2 (H): 0.362

---

The following is a DFT calculation (ωB97M-V with the def2-TZVPD basis set) of C7H8N2 in the gas phase in a non-equilibrium geometry.

Calculated values
Relative energy (zero: lowest compared OMol25 entry of this formula, charge and spin): 539.2 kJ/mol
Charge: 0
Calculated total energy: -380.818332 Eh

Cartesian coordinates (Å):
C: -0.367 2.172 0.768
C: 0.759 -2.178 -0.782
C: -0.602 -2.482 -0.573
H: 1.564 1.465 0.070
H: -1.317 -4.378 -1.068
H: 2.154 -0.545 -0.580
H: -1.369 1.806 0.956
C: -1.536 -3.390 -0.683
C: 0.535 1.209 0.263
N: -1.025 -0.495 0.172
N: 0.155 -0.053 0.011
H: -2.554 -3.200 -0.393
C: 1.153 -0.932 -0.483
H: 1.441 -2.917 -1.169
H: -0.782 4.146 1.393
C: -0.055 3.455 1.006
H: 0.934 3.843 0.820

Here are the natural (NBO) charges for atoms 1 to 2, given in e: atom 1 (C): -0.246, atom 2 (C): -0.322

---

The following is a DFT calculation (ωB97M-V with the def2-TZVPD basis set) of C3H6O in the gas phase.

Calculated values
Relative energy (zero: lowest compared OMol25 entry of this formula, charge and spin): 65.0 kJ/mol
Charge: 0
Calculated total energy: -193.118455 Eh
SMILES: C=C(C)O

Cartesian coordinates (Å):
H: 1.097 1.290 0.384
C: 0.829 0.290 0.704
C: -0.885 0.540 -1.069
H: -0.110 -1.926 0.628
C: -0.322 -0.190 -0.116
H: -1.707 0.093 -1.614
H: 1.721 -0.348 0.594
H: -0.512 1.505 -1.374
O: -0.755 -1.466 0.083
H: 0.644 0.212 1.781

Here are the natural (NBO) charges for atoms 1 to 2, given in e: atom 1 (H): 0.234, atom 2 (C): -0.677

---

The following is a DFT calculation (ωB97M-V with the def2-TZVPD basis set) of a molecular structure, C24H51Cl2GdNP2 in a non-equilibrium geometry.

Calculated values
2S+1: 8
Charge: -1
<S²>: 16.04
Calculated total energy: -3368.432583 Eh

Cartesian coordinates (Å):
H: -1.169 3.417 3.188
H: 1.192 -5.051 -1.087
H: -2.117 -3.920 1.834
C: 0.848 -1.756 4.836
H: -0.525 2.622 -2.347
C: -1.024 -1.555 -3.172
H: 2.220 1.113 3.348
C: 0.127 -2.324 -2.532
H: -3.008 -1.721 3.803
H: 2.409 -2.751 -1.038
H: 0.554 0.828 2.868
C: -0.899 -1.144 3.666
C: 1.918 3.885 2.242
H: -2.788 3.404 2.516
H: -1.061 -2.511 1.886
C: 0.966 3.319 -0.916
C: 1.741 -4.628 -0.252
C: 0.535 2.860 -2.302
H: 1.319 -5.034 0.664
H: 2.393 2.034 1.291
Cl: -2.112 -0.188 0.942
H: 3.183 -3.311 1.361
H: 1.488 5.331 -1.442
C: 1.547 2.469 1.827
C: -2.393 -0.801 3.730
C: -1.151 -3.501 -0.040
H: 3.258 -2.184 3.589
H: 2.765 -4.996 -0.320
C: 1.258 -1.322 3.602
H: 2.030 3.097 -0.823
C: -0.478 -1.646 4.876
H: -3.273 3.646 0.348
H: -1.086 -1.839 5.752
H: -0.377 -4.128 1.905
C: -1.167 -3.513 1.485
N: 0.168 -1.046 2.721
C: -1.787 2.983 2.407
C: -2.353 3.206 -0.039
H: 1.668 -2.595 1.889
H: -3.240 -3.975 -0.106
H: -1.859 1.915 2.576
H: 1.095 1.990 -2.623
C: 0.769 4.828 -0.795
H: -0.906 4.343 1.035
H: -0.625 -0.872 -3.922
H: -0.326 0.423 -1.539
H: 2.505 4.400 1.488
H: 1.042 -1.758 -2.720
C: -2.547 -3.303 -0.614
Cl: 2.229 0.198 -1.003
P: 0.229 2.310 0.502
H: 3.140 -0.604 4.376
H: -0.791 -4.472 -0.380
Gd: 0.000 0.000 0.000
H: 1.267 -4.108 -3.063
H: -2.546 -0.249 4.686
C: 0.270 -3.694 -3.177
C: -1.259 3.311 1.017
H: -1.579 -0.962 -2.449
C: 1.291 1.603 3.055
H: -1.723 -2.216 -3.676
H: -2.887 -0.042 3.127
H: -2.586 -3.541 -1.673
C: 2.774 -1.188 3.502
H: -2.909 -2.291 -0.473
H: -0.449 -4.411 -2.780
H: 1.039 4.489 2.467
H: 0.079 -3.610 -4.247
H: 2.822 -1.637 0.968
C: 2.387 -2.623 1.074
H: 0.956 2.192 3.905
H: 2.521 3.848 3.150
H: 3.151 -0.629 2.636
H: 0.723 3.662 -3.017
H: -2.555 2.170 -0.291
H: -0.222 5.129 -1.128
H: 0.913 5.215 0.208
C: 1.764 -3.102 -0.231
H: -2.101 3.732 -0.955
P: 0.117 -2.280 -0.658
H: 1.471 -2.046 5.672

Here are the Mulliken charges for atoms 1 to 2, given in e: atom 1 (H): 0.248, atom 2 (H): 0.382

---

The following is a DFT calculation (ωB97M-V with the def2-TZVPD basis set) of a molecular structure, C28H29LuN3Si in a non-equilibrium geometry.

Calculated values
Relative energy (zero: lowest compared OMol25 entry of this formula, charge and spin): 0.0 kJ/mol
Charge: +1
Calculated total energy: -2773.334532 Eh

Cartesian coordinates (Å):
C: 2.498 3.043 -2.845
H: -0.175 2.209 -0.180
C: -1.367 3.998 -2.177
C: 2.054 -1.286 -0.234
H: 2.500 -0.769 -1.081
C: 0.465 1.353 0.025
C: -1.617 -2.500 5.082
H: -0.084 3.606 -5.306
C: -0.713 3.953 -4.487
H: -4.995 2.302 1.043
C: -2.398 4.907 -2.503
H: 3.029 2.457 -0.819
C: -1.727 4.858 -4.818
C: -1.130 -0.117 3.891
C: -2.224 -1.347 5.613
H: 0.152 -2.122 -1.122
H: -3.226 2.528 2.915
H: -0.219 -3.237 3.571
H: 1.045 2.151 -4.495
H: -1.187 1.869 3.617
H: 1.518 1.623 -0.132
Lu: 0.445 -0.237 1.319
H: -3.061 5.305 -1.729
C: -3.814 0.806 -0.004
H: -2.366 0.856 5.331
H: 0.278 0.691 -0.875
C: 0.815 -2.016 -0.263
H: -4.497 0.696 -0.848
H: -1.791 -3.486 5.518
H: -0.182 -3.291 1.296
N: -0.511 -1.191 3.406
C: -0.748 -2.383 4.006
C: 1.764 -2.279 1.841
C: 3.370 2.917 -1.750
N: -1.027 1.038 3.043
C: -4.070 1.725 1.032
H: -3.395 6.039 -4.110
C: -0.533 3.459 -3.179
N: -1.810 0.080 1.084
C: -2.669 0.021 0.029
C: -3.128 1.858 2.053
H: -2.904 -1.406 6.461
C: 2.635 -1.454 1.069
H: 3.592 -1.050 1.402
C: 2.924 3.790 -3.966
H: 0.806 0.988 -4.052
C: -2.592 5.340 -3.824
C: 4.687 3.389 -1.851
C: 5.147 4.021 -3.016
H: -2.393 -0.681 -0.761
H: 6.186 4.360 -3.106
C: -1.942 -0.103 5.024
H: 1.953 -2.638 2.857
Si: 0.854 2.169 -3.054
C: 0.642 -2.632 1.017
C: 4.251 4.228 -4.072
C: -2.024 1.021 2.016
H: 4.577 4.732 -4.984
H: -1.230 3.725 -1.133
H: 5.386 3.254 -1.024
H: -1.862 5.169 -5.860
H: 2.225 3.984 -4.785

Here are the natural (NBO) charges for atoms 1 to 2, given in e: atom 1 (C): -0.452, atom 2 (H): 0.238

---

The following is a DFT calculation (ωB97M-V with the def2-TZVPD basis set) of a molecular structure, C25H36BEuN4O3S5 in a non-equilibrium geometry.

Calculated values
2S+1: 8
Relative energy (zero: lowest compared OMol25 entry of this formula, charge and spin): 154.1 kJ/mol
Charge: -1
<S²>: 15.76
Calculated total energy: -4145.193879 Eh

Cartesian coordinates (Å):
H: 13.116 17.400 9.478
H: 10.208 17.098 11.749
C: 7.599 11.023 8.247
C: 7.650 8.762 15.830
C: 8.098 10.273 14.034
C: 12.251 16.930 9.968
N: 7.943 11.858 9.219
H: 13.898 14.135 11.932
H: 13.867 10.991 6.395
H: 14.109 15.912 11.954
C: 8.383 9.361 6.372
H: 7.806 9.807 5.583
H: 11.993 17.445 10.876
H: 7.695 15.617 14.413
H: 8.480 6.865 15.629
S: 9.469 16.625 9.598
H: 8.174 13.990 13.763
S: 12.686 15.184 10.206
H: 13.005 15.373 14.000
C: 7.505 10.064 15.255
N: 10.939 10.178 7.149
O: 9.287 9.803 12.127
C: 13.882 11.717 11.080
H: 9.277 8.943 5.935
C: 9.425 17.509 11.145
H: 7.170 8.559 16.772
S: 11.014 14.276 13.205
H: 11.310 16.409 8.156
N: 9.873 10.797 7.738
C: 9.826 15.322 14.086
H: 7.259 13.042 10.718
C: 11.863 11.083 6.873
O: 8.222 11.459 13.325
C: 14.556 10.664 10.150
H: 7.281 17.455 11.053
C: 8.082 17.184 11.771
H: 10.099 16.386 13.908
H: 14.435 12.679 10.800
C: 11.099 17.093 9.002
C: 13.334 15.141 11.918
H: 7.983 17.694 12.716
C: 5.589 12.323 9.639
C: 12.436 15.442 13.111
B: 9.035 11.229 12.126
H: 9.490 7.266 13.367
H: 13.903 10.428 12.833
H: 9.950 15.197 15.196
S: 11.808 12.783 7.115
S: 7.813 15.400 12.013
H: 9.600 18.601 11.056
H: 13.557 12.067 13.209
H: 4.878 12.800 10.275
H: 6.897 10.855 15.701
C: 6.266 10.864 7.875
H: 15.241 11.549 12.787
H: 14.021 9.690 10.271
H: 13.060 9.530 6.444
C: 8.327 7.802 15.115
H: 4.220 11.439 8.299
H: 11.046 18.115 8.689
O: 12.566 11.773 10.797
C: 8.349 15.101 13.720
C: 14.158 11.439 12.578
N: 12.985 10.537 6.294
C: 6.952 12.454 9.884
H: 15.612 10.569 10.448
H: 14.474 11.029 9.131
C: 8.864 8.038 13.821
C: 8.731 9.313 13.296
Eu: 10.670 12.493 10.014
C: 5.266 11.517 8.584
H: 7.793 8.543 6.795
H: 5.962 10.272 6.987
C: 8.710 10.399 7.476
H: 12.085 16.499 13.086

Here are the Mulliken charges for atoms 1 to 2, given in e: atom 1 (H): 0.417, atom 2 (H): -0.943